Record 1
# CH2N2P2

A molecular structure, CH2N2P2 (ωB97M-V with the def2-TZVPD basis set, the Open Molecules 2025 dataset).

The geometry in ORCA input format:
```
! RIJCOSX wB97M-V def2-TZVPD def2/J DEFGRID3
* xyz 0 1
C 0.591 -0.684 -0.387
N -0.491 -1.322 -0.141
N -1.023 1.195 0.289
P -1.814 -0.220 0.229
P 0.552 1.130 -0.318
H 1.296 -1.410 -0.652
H 0.889 1.310 0.979
*
```

Kohn-Sham gap in Ha: 0.324
Maximum force in eV/Å: 2.685
HOMO in eV: -9.59
Energy above the lowest of the compared OMol25 structures with the same formula, charge and spin in kcal/mol: 27.1
E_LUMO in eV: -0.76

These are the Löwdin partial charges, in e, on atoms 1 to 4: number 1, C, carries -0.51; number 2, N, carries -0.29; number 3, N, carries -0.65; number 4, P, carries 0.76

***

Record 2
# CH2N2P2

A single CH2N2P2 molecule (ωB97M-V with the def2-TZVPD basis set, the Open Molecules 2025 dataset).

The geometry in ORCA input format:
```
! RIJCOSX wB97M-V def2-TZVPD def2/J DEFGRID3
* xyz 0 3
C -0.672 0.701 0.544
N 0.194 -0.237 0.670
N -2.370 -1.186 -0.276
P -2.463 0.231 0.158
P 0.196 -1.797 0.196
H -0.291 1.687 0.651
H 0.191 -1.199 -1.171
*
```

Kohn-Sham gap (spin up / spin down) in Ha: 0.225 / 0.282
Maximum force in eV/Å: 4.330
HOMO (spin up / spin down) in eV: -7.06 / -10.22
Energy above the lowest of the compared OMol25 structures with the same formula, charge and spin in kcal/mol: 34.1
E_LUMO (spin up / spin down) in eV: -0.94 / -2.55

These are the Löwdin partial charges, in e, on atoms 1 to 4: number 1, C, carries -0.50; number 2, N, carries -0.47; number 3, N, carries -0.43; number 4, P, carries 0.70

***

Record 3
# CH2N3

2 unconnected molecules or ions with the total composition CH2N3 (ωB97M-V with the def2-TZVPD basis set, the Open Molecules 2025 dataset).

The geometry in ORCA input format:
```
! RIJCOSX wB97M-V def2-TZVPD def2/J DEFGRID3
* xyz 1 1
C -0.467 0.019 0.152
N -0.070 1.349 1.997
N 0.381 1.934 2.804
N 0.534 -0.221 -0.460
H -1.409 -0.193 0.560
H 1.424 0.113 -0.833
*
```

Kohn-Sham gap in Ha: 0.471
Maximum force in eV/Å: 7.599
HOMO in eV: -19.38
Energy above the lowest of the compared OMol25 structures with the same formula, charge and spin in kcal/mol: 14.1
E_LUMO in eV: -6.56

These are the Löwdin partial charges, in e, on atoms 1 to 4: number 1, C, carries 0.21; number 2, N, carries 0.04; number 3, N, carries 0.15; number 4, N, carries 0.32

***

Record 4
# CH2N3O

2 unconnected molecules or ions with the total composition CH2N3O (ωB97M-V with the def2-TZVPD basis set, the Open Molecules 2025 dataset).

The geometry in ORCA input format:
```
! RIJCOSX wB97M-V def2-TZVPD def2/J DEFGRID3
* xyz -1 1
C -1.765 1.134 -0.918
N -2.718 1.766 -0.588
N -0.815 0.369 -1.238
N 2.162 -1.470 1.303
O 2.000 -1.601 2.468
H -0.144 0.760 -1.798
H 1.279 -0.958 0.771
*
```

Kohn-Sham gap in Ha: 0.202
Maximum force in eV/Å: 3.194
HOMO in eV: -2.74
Energy above the lowest of the compared OMol25 structures with the same formula, charge and spin in kcal/mol: 24.7
E_LUMO in eV: 2.74

These are the Löwdin partial charges, in e, on atoms 1 to 4: number 1, C, carries -0.74; number 2, N, carries -0.07; number 3, N, carries -0.07; number 4, N, carries -0.04

***

Record 5
# CH2N3O3

A molecular structure, CH2N3O3 (ωB97M-V with the def2-TZVPD basis set, the Open Molecules 2025 dataset).

The geometry in ORCA input format:
```
! RIJCOSX wB97M-V def2-TZVPD def2/J DEFGRID3
* xyz -1 1
C 1.225 -0.929 -0.324
N -0.736 -0.064 0.864
N -1.773 0.463 1.245
N 0.020 0.101 -0.061
O 1.706 -0.777 -1.402
O 1.329 -1.623 0.603
O -0.381 1.283 -1.393
H 0.497 1.357 -1.694
H -1.885 0.188 2.162
*
```

Kohn-Sham gap (spin up / spin down) in Ha: 0.324 / 0.324
Maximum force in eV/Å: 4.782
HOMO (spin up / spin down) in eV: -4.58 / -4.58
Energy above the lowest of the compared OMol25 structures with the same formula, charge and spin in kcal/mol: 68.3
E_LUMO (spin up / spin down) in eV: 4.23 / 4.23

These are the Löwdin partial charges, in e, on atoms 1 to 4: number 1, C, carries -0.78; number 2, N, carries -0.16; number 3, N, carries 0.03; number 4, N, carries 0.05

***

Record 6
# CH2N3O3

A gas-phase ion, CH2N3O3 (charge -1) (ωB97M-V with the def2-TZVPD basis set, the Open Molecules 2025 dataset).

The geometry in ORCA input format:
```
! RIJCOSX wB97M-V def2-TZVPD def2/J DEFGRID3
* xyz -1 1
N 1.848 0.142 -0.494
N 0.506 0.680 -0.353
N -0.233 -0.223 0.078
O 0.127 -1.288 0.569
C -1.935 0.234 0.097
O -1.895 1.355 0.540
O -2.595 -0.562 -0.452
H 1.753 -0.822 -0.208
H 2.423 0.483 0.222
*
```

Kohn-Sham gap in Ha: 0.327
Maximum force in eV/Å: 3.493
SMILES: N/N=[N+](\[O-])C(=O)[O-]
HOMO in eV: -4.49
Energy above the lowest of the compared OMol25 structures with the same formula, charge and spin in kcal/mol: 38.2
E_LUMO in eV: 4.41

These are the Löwdin partial charges, in e, on atoms 1 to 4: number 1, N, carries -0.02; number 2, N, carries -0.02; number 3, N, carries -0.31; number 4, O, carries -0.11

***

Record 7
# CH2N4

A single CH2N4 molecule (ωB97M-V with the def2-TZVPD basis set, the Open Molecules 2025 dataset).

The geometry in ORCA input format:
```
! RIJCOSX wB97M-V def2-TZVPD def2/J DEFGRID3
* xyz 0 1
C -0.068 0.800 -0.006
N -1.319 0.376 -0.007
N -1.281 -0.882 -0.010
N -0.052 -1.333 -0.026
N 0.736 -0.273 -0.049
H 0.262 1.782 -0.076
H 1.723 -0.469 0.173
*
```

Kohn-Sham gap in Ha: 0.413
Maximum force in eV/Å: 4.434
SMILES: c1nnn[nH]1
HOMO in eV: -10.54
Energy above the lowest of the compared OMol25 structures with the same formula, charge and spin in kcal/mol: 44.5
E_LUMO in eV: 0.70

These are the Löwdin partial charges, in e, on atoms 1 to 4: number 1, C, carries -0.17; number 2, N, carries -0.01; number 3, N, carries -0.08; number 4, N, carries -0.01

***

Record 8
# CH2N4O

A single CH2N4O molecule (ωB97M-V with the def2-TZVPD basis set, the Open Molecules 2025 dataset).

The geometry in ORCA input format:
```
! RIJCOSX wB97M-V def2-TZVPD def2/J DEFGRID3
* xyz 0 1
O 1.724 -0.180 0.881
C 0.536 0.011 0.348
N -0.348 -0.929 0.392
N -1.336 -0.544 -0.349
N -0.975 0.594 -0.911
N 0.250 1.052 -0.449
H 1.410 -1.036 1.476
H -1.559 1.200 -1.393
*
```

Kohn-Sham gap in Ha: 0.407
Maximum force in eV/Å: 4.600
SMILES: Oc1nn[nH]n1
HOMO in eV: -10.23
Energy above the lowest of the compared OMol25 structures with the same formula, charge and spin in kcal/mol: 23.7
E_LUMO in eV: 0.84

These are the Löwdin partial charges, in e, on atoms 1 to 4: number 1, O, carries 0.06; number 2, C, carries -0.60; number 3, N, carries 0.06; number 4, N, carries 0.02

***

Record 9
# CH2N4O

A single CH2N4O molecule (ωB97M-V with the def2-TZVPD basis set, the Open Molecules 2025 dataset).

The geometry in ORCA input format:
```
! RIJCOSX wB97M-V def2-TZVPD def2/J DEFGRID3
* xyz 0 1
H 1.712 0.466 2.770
N 1.372 -0.136 2.009
N 1.382 0.569 0.998
N 1.027 -0.169 -0.132
C -0.125 -0.316 -0.518
N -1.208 -0.666 -1.007
O -1.604 0.192 -2.039
H -2.557 0.060 -2.081
*
```

Kohn-Sham gap in Ha: 0.377
Maximum force in eV/Å: 0.700
SMILES: [H]/N=N/N=C=NO
HOMO in eV: -9.79
Energy above the lowest of the compared OMol25 structures with the same formula, charge and spin in kcal/mol: 91.0
E_LUMO in eV: 0.48

These are the Löwdin partial charges, in e, on atoms 1 to 4: number 1, H, carries 0.06; number 2, N, carries 0.07; number 3, N, carries -0.09; number 4, N, carries 0.07

***

Record 10
# CH2N4O

A single CH2N4O molecule (ωB97M-V with the def2-TZVPD basis set, the Open Molecules 2025 dataset).

The geometry in ORCA input format:
```
! RIJCOSX wB97M-V def2-TZVPD def2/J DEFGRID3
* xyz 0 1
H 1.561 1.472 1.236
N 1.682 0.593 0.799
C 0.652 0.151 0.232
N 0.680 -1.086 -0.531
N -0.500 -1.280 -0.922
N -1.281 -0.164 -0.726
O -0.610 0.692 0.172
H -2.185 -0.380 -0.259
*
```

Kohn-Sham gap in Ha: 0.366
Maximum force in eV/Å: 2.169
SMILES: [H]/N=c1/nn[nH]o1
HOMO in eV: -10.07
Energy above the lowest of the compared OMol25 structures with the same formula, charge and spin in kcal/mol: 54.2
E_LUMO in eV: -0.10

These are the Löwdin partial charges, in e, on atoms 1 to 4: number 1, H, carries 0.04; number 2, N, carries 0.17; number 3, C, carries -0.49; number 4, N, carries 0.10

***

Record 11
# CH2N4O

A single CH2N4O molecule (ωB97M-V with the def2-TZVPD basis set, the Open Molecules 2025 dataset).

The geometry in ORCA input format:
```
! RIJCOSX wB97M-V def2-TZVPD def2/J DEFGRID3
* xyz 0 1
O -2.203 -0.405 -0.186
C -1.014 -0.352 0.063
N -0.045 -1.483 0.025
N 1.218 -1.098 -0.081
N 1.162 0.311 -0.302
N -0.181 0.658 0.081
H 1.810 0.835 0.435
H -0.746 1.534 -0.035
*
```

Kohn-Sham gap in Ha: 0.366
Maximum force in eV/Å: 6.006
SMILES: O=c1nn[nH][nH]1
HOMO in eV: -10.31
Energy above the lowest of the compared OMol25 structures with the same formula, charge and spin in kcal/mol: 51.4
E_LUMO in eV: -0.35

These are the Löwdin partial charges, in e, on atoms 1 to 4: number 1, O, carries 0.06; number 2, C, carries -0.57; number 3, N, carries 0.09; number 4, N, carries 0.03

***

Record 12
# CH2N4O

A molecular structure, CH2N4O (ωB97M-V with the def2-TZVPD basis set, the Open Molecules 2025 dataset).

The geometry in ORCA input format:
```
! RIJCOSX wB97M-V def2-TZVPD def2/J DEFGRID3
* xyz 0 1
O -0.579 1.692 1.078
C -0.134 0.552 0.347
N -0.377 -0.108 1.417
N 0.566 -1.605 -0.591
N 0.727 -0.632 -1.354
N 0.303 0.575 -0.863
H 0.205 2.132 1.457
H 0.934 -2.427 -1.093
*
```

Kohn-Sham gap in Ha: 0.303
Maximum force in eV/Å: 0.632
HOMO in eV: -10.02
Energy above the lowest of the compared OMol25 structures with the same formula, charge and spin in kcal/mol: 120.3
E_LUMO in eV: -1.76

These are the Löwdin partial charges, in e, on atoms 1 to 4: number 1, O, carries 0.08; number 2, C, carries -0.62; number 3, N, carries 0.36; number 4, N, carries 0.05